# 1
Molecular formula: C5H8N2
Method: DFT, ωB97M-V with the def2-TZVPD basis set

The maximum force is 0.03702 Eh/bohr. Its SMILES is CC1(C)N[C@H]1C#N. The calculation puts the total energy at -8291.3345 eV.

Structure (ORCA input):
```
! RIJCOSX wB97M-V def2-TZVPD def2/J DEFGRID3
* xyz 0 1
H 0.0983 2.0954 -0.2335
H 1.0085 1.6989 1.2569
H -1.6297 0.9238 0.6990
C -1.2394 0.0222 0.2005
C 1.0941 -1.1357 0.6076
H 1.9722 -1.2081 -0.0392
H 0.5456 -2.0813 0.6091
C -2.2552 -0.5775 -0.6053
N -3.1625 -0.6180 -1.3280
H 1.4188 -0.9077 1.6259
H -0.3180 -0.9912 -1.5426
H 1.7095 1.4131 -0.3702
C 0.7984 1.3931 0.2349
N -0.2850 -0.0076 -1.2142
C 0.2443 -0.0193 0.0991
*
```

# 2
Molecular formula: C5H9NO3
Method: DFT, ωB97M-V with the def2-TZVPD basis set

The maximum force is 0.05539 Eh/bohr. The calculation puts the total energy at -12961.5179 eV.

Structure (ORCA input):
```
! RIJCOSX wB97M-V def2-TZVPD def2/J DEFGRID3
* xyz 0 1
H 0.0930 -2.2372 0.2925
O -2.2512 -2.2059 -1.0615
O -2.5727 -0.1708 -2.1142
H -0.5137 1.6328 -1.0453
H -0.9541 -1.3002 1.1047
C 1.7600 0.4843 0.2788
O 2.2039 -0.3474 1.1706
H 0.2921 -0.6919 -1.3880
C 0.0651 -0.3127 -0.3996
H 1.0672 -1.0872 1.3406
C -2.3278 -1.1373 -1.5225
H -1.3629 1.1609 0.4316
H 1.1422 2.6155 0.4715
C 0.7979 1.6057 0.7036
N -0.0303 -1.3009 0.6748
C -0.4080 1.0980 -0.1018
H 0.6316 1.5338 1.7799
H 2.3679 0.6606 -0.6157
*
```